# 1
{
  "formula": "CH6N2OS2",
  "method": "wB97M-V/def2-TZVPD",
  "gap_ev": 9.27,
  "e_lumo_ev": -0.20,
  "total_energy_ev": -27827.74973,
  "charge": 0,
  "e_above_lowest_kcal_mol": 130.1,
  "e_homo_ev": -9.5,
  "smiles": "CN[S@@](N)(=O)=S",
  "symbols": ["H", "H", "S", "S", "N", "O", "H", "H", "H", "N", "H", "C"],
  "positions_angstrom": [[0.95850, -1.34531, -1.13379], [1.85000, 1.43913, 0.98029], [-0.68823, 0.94487, 2.63425], [-0.32953, 0.63907, 0.73712], [-0.22823, -0.94935, 0.41515], [-1.34743, 1.42340, -0.76661], [-0.50824, -2.14769, -1.23253], [-0.79040, -0.45208, -1.47748], [-0.91917, -1.47700, 1.04131], [1.13251, 1.18466, 0.25845], [1.01621, 1.98348, -0.50583], [-0.14600, -1.24317, -0.95033]],
  "forces_ev_per_a": [[-1.0, 0.8, -0.8], [-1.3, -0.5, -0.7], [0.1, -0.4, -1.4], [-2.7, 3.2, -3.0], [-2.0, -1.1, 4.0], [2.9, -2.1, 4.7], [-1.5, -2.9, -0.2], [1.6, -0.9, 0.0], [1.3, 1.1, -1.3], [1.1, 2.8, -1.6], [0.0, -2.4, 2.2], [1.5, 2.4, -1.9]]
}

***

# 2
{
  "formula": "CH6N2P2",
  "method": "wB97M-V/def2-TZVPD",
  "gap_ev": [5.63, 8.38],
  "e_lumo_ev": [-0.98, -0.14],
  "total_energy_ev": -22687.55591,
  "charge": 0,
  "e_above_lowest_kcal_mol": 78.5,
  "e_homo_ev": [-6.6, -8.5],
  "symbols": ["C", "H", "N", "H", "H", "H", "H", "P", "N", "P", "H"],
  "positions_angstrom": [[-2.53318, -0.23982, 0.36677], [3.10580, -0.55482, 1.22403], [-2.06016, 1.05557, 0.05109], [-3.53806, -0.27383, -0.05166], [2.09850, 1.32135, -1.12750], [1.76139, 1.85076, 0.67415], [-1.76409, -0.93067, -0.17612], [-1.01968, 2.04069, -0.33087], [3.09250, -0.25459, 0.23485], [1.71514, 0.61459, 0.01209], [-2.37012, -0.23193, 1.52652]],
  "forces_ev_per_a": [[2.7, 0.1, 0.5], [0.3, 0.0, -0.4], [-1.3, 0.4, 0.2], [-0.1, -0.8, 0.7], [-0.3, -0.2, -0.7], [0.0, 0.1, 1.0], [-1.7, 0.4, 1.2], [1.4, 0.6, -0.5], [-0.7, -0.2, 1.0], [0.7, 0.6, -0.8], [-1.0, -0.9, -2.1]]
}

***

# 3
{
  "formula": "CH6N3O",
  "method": "wB97M-V/def2-TZVPD",
  "gap_ev": [7.89, 8.66],
  "e_lumo_ev": [-6.74, -6.37],
  "total_energy_ev": -7636.45642,
  "charge": 1,
  "e_above_lowest_kcal_mol": 187.5,
  "e_homo_ev": [-14.6, -15.0],
  "symbols": ["N", "C", "O", "H", "H", "H", "H", "N", "N", "H", "H"],
  "positions_angstrom": [[0.34552, -1.61081, 0.30883], [0.34373, 0.71947, 1.03441], [-0.28236, 0.73035, -0.23940], [-0.38145, 0.80056, 1.79915], [-0.54437, -1.00670, -2.79594], [0.62659, -0.72667, 0.82920], [1.07681, 1.44785, 1.20669], [0.03400, -0.23979, -1.08375], [-0.83091, -0.36687, -2.02038], [-1.68009, 0.03791, -1.97193], [1.12147, -2.24894, 0.18825]],
  "forces_ev_per_a": [[-1.3, -0.3, -0.2], [-0.8, 1.1, -0.5], [-1.1, 0.2, -0.6], [-1.1, -0.6, 0.6], [-0.4, 0.8, 1.0], [0.8, -1.3, 0.6], [1.7, 0.7, -0.6], [0.6, 0.0, -0.3], [4.7, -2.3, 0.0], [-3.7, 1.9, 0.2], [0.7, 0.0, -0.2]]
}

***

# 4
{
  "formula": "CH6N3OS",
  "method": "wB97M-V/def2-TZVPD",
  "gap_ev": 9.42,
  "e_lumo_ev": -4.97,
  "total_energy_ev": -18476.99102,
  "charge": 1,
  "e_above_lowest_kcal_mol": 77.2,
  "e_homo_ev": -14.4,
  "symbols": ["S", "H", "H", "N", "O", "N", "H", "N", "C", "H", "H", "H"],
  "positions_angstrom": [[-2.17995, 0.01597, 0.18698], [-0.19464, -1.41987, -0.19451], [1.43154, 1.63203, 1.32776], [-2.36617, 0.13542, -1.43955], [0.52756, 1.29648, 1.35807], [2.44022, -0.41873, 0.23687], [-2.71772, -0.56639, -1.98581], [-0.37046, -0.57791, 0.29620], [0.53543, 0.15618, 0.76916], [2.78151, 0.08311, 1.05391], [-2.46216, 1.03070, -1.91592], [2.57484, -1.36700, 0.30684]],
  "forces_ev_per_a": [[0.4, -0.4, -1.4], [0.6, -0.8, -0.3], [0.2, 0.5, 0.2], [0.8, 2.6, 2.0], [-0.7, -0.7, -0.4], [-4.4, 5.4, 0.7], [-1.1, -2.5, -1.1], [-2.3, 1.9, 0.6], [5.3, -2.1, -1.8], [0.7, -0.7, 0.0], [0.5, 0.0, 0.6], [0.0, -3.0, 0.8]]
}

***

# 5
{
  "formula": "CH6N3OS",
  "method": "wB97M-V/def2-TZVPD",
  "gap_ev": 10.58,
  "e_lumo_ev": -3.45,
  "total_energy_ev": -18480.16974,
  "charge": 1,
  "e_above_lowest_kcal_mol": 3.9,
  "e_homo_ev": -14.0,
  "smiles": "N/C(O)=[NH+]/NS",
  "symbols": ["N", "H", "C", "H", "H", "H", "N", "H", "H", "N", "S", "O"],
  "positions_angstrom": [[-0.18522, 0.56753, -0.41564], [-0.23459, 1.58327, -0.41984], [0.88213, -0.06826, 0.06586], [0.05065, -1.74549, -0.22334], [-1.64599, -0.01140, -1.65477], [2.74883, 0.02880, 0.79858], [1.95794, 0.56976, 0.47468], [-2.49111, -1.02436, 1.10641], [2.03569, 1.57460, 0.46816], [-1.33207, -0.20032, -0.70364], [-2.67089, 0.08926, 0.38378], [0.88463, -1.36339, 0.11975]],
  "forces_ev_per_a": [[-0.2, 0.1, -0.2], [0.0, -0.2, 0.1], [-0.4, 0.0, -0.3], [0.0, 0.3, 0.0], [0.3, -0.1, 0.2], [-0.1, 0.1, 0.0], [0.2, -0.2, 0.1], [0.0, 0.0, 0.0], [-0.1, -0.1, 0.0], [-0.1, 0.3, 0.2], [0.3, 0.0, -0.2], [0.3, -0.2, 0.2]]
}

***

# 6
{
  "formula": "CH6N3OS",
  "method": "wB97M-V/def2-TZVPD",
  "gap_ev": 9.39,
  "e_lumo_ev": -3.81,
  "total_energy_ev": -18479.69732,
  "charge": 1,
  "e_above_lowest_kcal_mol": 14.8,
  "e_homo_ev": -13.2,
  "symbols": ["S", "H", "H", "H", "N", "N", "C", "H", "H", "H", "O", "N"],
  "positions_angstrom": [[0.69910, -0.44593, 1.53158], [1.90363, -2.22639, 1.93992], [-0.54308, 1.12966, -0.40879], [2.92727, -0.88261, 1.37567], [-0.09327, -0.43940, -0.13605], [-1.47669, 1.61179, -0.60369], [-0.08269, -1.18493, -1.08698], [-1.30306, 2.59842, -0.40437], [-2.21692, 1.27333, -0.00052], [-1.70653, 1.70681, -1.57896], [-0.16808, -1.76170, -2.08611], [2.06033, -1.37907, 1.45829]],
  "forces_ev_per_a": [[0.3, -0.4, -0.9], [0.8, -1.0, 0.3], [-1.1, -0.7, -0.5], [0.4, -0.4, 0.2], [1.2, 0.0, 1.9], [1.1, 2.6, 0.3], [-0.1, -0.4, -0.8], [-0.3, 0.2, 0.7], [-0.2, -0.3, -0.1], [-0.4, -1.0, -0.7], [0.1, -0.2, 0.1], [-2.0, 1.7, -0.5]]
}

***

# 7
{
  "formula": "CH6N3S",
  "method": "wB97M-V/def2-TZVPD",
  "gap_ev": 9.75,
  "e_lumo_ev": -4.98,
  "total_energy_ev": -16430.33315,
  "charge": 1,
  "e_above_lowest_kcal_mol": 59.7,
  "e_homo_ev": -14.7,
  "symbols": ["H", "H", "N", "N", "C", "N", "H", "S", "H", "H", "H"],
  "positions_angstrom": [[-0.74431, -1.55222, 1.40652], [0.70831, 0.37976, 1.68478], [0.12702, 0.57545, 0.87017], [0.01408, 0.14889, -1.42265], [0.87518, 0.60949, -0.36033], [-0.91776, -0.85989, 0.67232], [-1.82210, -0.39670, 0.79545], [-0.49038, -1.36524, -1.02181], [1.14380, 1.66178, -0.51509], [1.78319, -0.00965, -0.35224], [-0.67704, 0.80834, -1.75712]],
  "forces_ev_per_a": [[0.0, 0.0, -0.2], [0.0, -0.4, 0.0], [-2.4, -1.7, 0.3], [0.3, -0.2, 0.0], [0.8, -0.1, -0.7], [1.9, 2.3, 0.1], [0.1, -0.2, -0.1], [-0.3, 0.3, 0.4], [0.0, -0.1, 0.0], [-0.2, 0.1, 0.0], [-0.2, -0.1, 0.0]]
}

***

# 8
{
  "formula": "CH6N4",
  "method": "wB97M-V/def2-TZVPD",
  "gap_ev": 9.38,
  "e_lumo_ev": 0.19,
  "total_energy_ev": -7092.87566,
  "charge": 0,
  "e_above_lowest_kcal_mol": 27.3,
  "e_homo_ev": -9.2,
  "smiles": "[H]/N=N/[H].[H]/N=C\\N",
  "symbols": ["H", "H", "H", "H", "N", "H", "N", "N", "N", "C", "H"],
  "positions_angstrom": [[-1.67027, 0.76861, -0.70769], [1.44869, 0.55890, 1.26299], [2.68892, 0.97307, -0.73477], [0.43110, -0.76423, -1.17647], [-1.99625, -0.33006, 0.76261], [-2.66261, -1.05905, 1.09092], [2.05245, 0.40361, -1.29053], [0.90746, -0.09717, 0.71459], [-2.32782, 0.03908, -0.37315], [1.12704, -0.13355, -0.62805], [0.00133, -0.35924, 1.07956]],
  "forces_ev_per_a": [[0.1, -0.2, 0.4], [-0.2, -0.2, -0.1], [-0.1, -0.1, 0.2], [-0.2, -0.1, 0.0], [-0.3, 0.1, -0.5], [0.1, 0.4, -0.4], [0.6, 0.4, -0.8], [0.2, 0.1, 0.5], [-0.2, -0.3, 0.6], [-0.2, -0.3, 0.2], [0.1, 0.2, -0.1]]
}